No. 1
{
  "formula": "C7H14N2OPRu",
  "method": "ωB97M-V/def2-TZVPD",
  "mol_weight_g_mol": 274.25,
  "spin_multiplicity": 5,
  "gap_ev": [7.0, 4.9],
  "homo_energy_ev": [-10.419, -10.261],
  "total_charge": 1,
  "total_energy_ha": -895.667632,
  "lumo_ev": [-3.373, -5.401],
  "species": ["Ru", "P", "O", "N", "N", "C", "C", "C", "C", "C", "C", "C", "H", "H", "H", "H", "H", "H", "H", "H", "H", "H", "H", "H", "H", "H"],
  "coordinates": [[-0.7285, -1.1615, -1.1546], [-0.8556, -0.2617, -3.1437], [-1.2195, -0.5802, 1.9027], [-2.4795, -1.2762, 0.0263], [-0.7973, -2.6023, 0.8787], [2.6275, 2.6246, -0.4122], [0.5509, 2.0131, 0.5557], [-1.4068, -1.3730, 0.9997], [0.1130, -3.0954, 1.9123], [1.6132, 1.6736, -0.5529], [2.3035, 3.5058, 0.6703], [1.0465, 3.1232, 1.2417], [-1.1122, -3.2426, 0.1443], [3.5309, 2.6972, -1.0201], [1.5393, 0.8501, -1.2649], [-3.0332, -2.1290, -0.0233], [2.9193, 4.3417, 1.0064], [-0.5715, -1.1479, -4.2324], [-2.1552, 0.2193, -3.5245], [0.5633, 3.6283, 2.0794], [-0.0347, 0.8645, -3.4836], [0.7602, -2.2877, 2.2631], [-0.4677, -3.4957, 2.7522], [-3.0470, -0.4507, 0.1700], [0.7096, -3.8931, 1.4726], [-0.3686, 1.4556, 0.7367]],
  "forces_ev_per_a": [[1.9, -0.6, 0.1], [-0.2, 1.2, -2.3], [0.1, -0.3, -1.2], [-0.5, 0.1, 0.8], [0.4, 0.3, -0.9], [0.7, 2.3, 1.7], [2.7, -3.2, -5.0], [-1.6, -0.6, 2.4], [0.1, -0.2, 0.1], [-5.5, -0.4, 3.6], [-0.1, -0.3, -0.3], [2.1, 1.6, -0.1], [0.0, 0.1, 0.8], [-0.3, 0.0, 0.2], [0.1, 0.3, 0.2], [-0.1, 0.3, 0.0], [-0.3, -0.4, -0.2], [-0.2, 0.5, 0.3], [0.7, -0.2, 0.0], [0.2, -0.2, -0.3], [-0.4, -0.5, 0.0], [-0.2, -0.2, -0.1], [0.2, 0.1, -0.1], [-0.2, 0.0, 0.1], [0.0, 0.1, 0.1], [0.4, 0.3, 0.0]]
}

***

No. 2
{
  "formula": "C2H2N3O3S3",
  "method": "ωB97M-V/def2-TZVPD",
  "smiles": "N#CSN(C(N)=S)S(=O)(=O)[O-]",
  "mol_weight_g_mol": 212.26,
  "gap_ev": 8.3,
  "homo_energy_ev": -5.204,
  "total_charge": -1,
  "total_energy_ha": -1662.045345,
  "lumo_ev": 3.142,
  "species": ["S", "S", "S", "O", "O", "O", "N", "N", "N", "C", "C", "H", "H"],
  "coordinates": [[0.5988, 2.4895, 1.1490], [-2.1905, 2.9360, -0.2509], [-1.8790, 0.3105, -1.6253], [-1.0117, 0.4902, -2.7594], [-3.2312, 0.8154, -1.7694], [-1.8478, -0.9427, -0.8758], [-1.3753, 1.4962, -0.4097], [-3.9314, 2.0521, 1.7692], [0.2713, 0.0400, 0.2084], [-3.3502, 2.5019, 0.8694], [-0.1763, 1.3352, 0.3074], [1.2211, -0.1200, 0.2167], [-0.3152, -0.7618, -0.1096]],
  "forces_ev_per_a": [[0.6, 0.8, 0.4], [0.2, 0.7, -1.0], [-2.7, 0.8, 0.5], [0.3, -0.5, 0.4], [0.4, -0.5, -0.7], [0.4, -0.1, -0.9], [1.5, 0.0, 0.8], [-0.1, 0.6, -0.8], [-1.8, 0.2, 0.0], [-0.5, -1.1, 1.7], [-0.7, -2.4, -1.2], [2.2, 0.0, 0.5], [0.2, 1.3, 0.1]]
}

***

No. 3
{
  "formula": "C4H7BrN2O",
  "method": "ωB97M-V/def2-TZVPD",
  "mol_weight_g_mol": 179.02,
  "gap_ev": [8.1, 7.0],
  "homo_energy_ev": [-7.644, -7.705],
  "total_energy_ha": -2915.137824,
  "lumo_ev": [0.490, -0.678],
  "species": ["Br", "O", "N", "N", "C", "C", "C", "C", "H", "H", "H", "H", "H", "H", "H"],
  "coordinates": [[-1.2027, 2.7905, -1.7955], [1.2109, 0.8429, 1.1723], [0.9362, -1.2685, 1.5978], [1.1965, -0.3966, 0.6298], [-1.2685, -1.3094, -1.1461], [-0.6168, -0.0721, -0.8546], [0.5842, 1.8033, 0.2544], [-0.3597, 1.1323, -0.7081], [1.2693, -2.1911, 1.3350], [0.3345, 2.7214, 0.8493], [-2.3831, -1.1960, -1.3137], [0.8425, -1.1752, 2.5249], [1.4455, 2.1230, -0.3848], [-0.8322, -1.9182, -2.0623], [-1.1567, -1.8862, -0.0986]],
  "forces_ev_per_a": [[0.2, -0.7, 0.3], [-1.4, 0.9, 0.4], [0.6, -2.7, -4.2], [-0.1, 0.1, -0.6], [-0.3, -2.4, 0.4], [0.0, -0.6, -0.1], [2.7, 0.4, -0.7], [-0.2, 2.4, 1.0], [-0.1, 0.3, 0.0], [-0.5, -1.2, -0.5], [1.2, 0.0, 0.2], [-0.5, 1.7, 4.0], [-0.6, 0.1, 0.3], [-0.7, 1.2, 2.1], [-0.3, 0.5, -2.4]]
}

***

No. 4
{
  "formula": "C14H16B2NO28S3",
  "method": "ωB97M-V/def2-TZVPD",
  "mol_weight_g_mol": 764.09,
  "gap_ev": 5.8,
  "homo_energy_ev": -6.958,
  "total_charge": -1,
  "total_energy_ha": -3949.122436,
  "lumo_ev": -1.154,
  "species": ["S", "S", "S", "O", "O", "O", "O", "O", "O", "O", "O", "O", "O", "O", "O", "O", "O", "O", "O", "O", "O", "O", "O", "O", "O", "O", "O", "O", "O", "O", "O", "N", "C", "C", "C", "C", "C", "C", "C", "C", "C", "C", "C", "C", "C", "C", "B", "B", "H", "H", "H", "H", "H", "H", "H", "H", "H", "H", "H", "H", "H", "H", "H", "H"],
  "coordinates": [[6.2152, 20.3770, -6.1726], [9.7743, 20.5505, -15.5643], [5.2372, 10.8046, -10.0482], [2.7254, 18.6695, -14.4938], [18.4728, 14.9107, -13.0487], [6.1288, 11.7079, -10.8264], [4.9552, 19.9166, -5.2597], [11.1226, 20.3217, -15.1131], [16.2024, 14.6667, -12.4638], [3.6735, 10.9048, -10.4418], [7.0888, 21.3327, -5.4409], [0.8940, 19.8061, -13.6234], [9.1855, 19.3980, -16.5527], [18.3118, 13.5127, -14.9756], [8.8478, 20.9749, -14.5476], [9.6418, 21.5686, -16.8883], [-1.0646, 19.7622, -12.1324], [0.5105, 21.3661, -11.6636], [3.1241, 17.8366, -11.7122], [20.1738, 15.0742, -14.8445], [20.1179, 13.2693, -13.4332], [5.0171, 11.3745, -8.4264], [5.7505, 9.4056, -10.0268], [22.3350, 14.9711, -15.4610], [16.0176, 13.2297, -15.0658], [22.2807, 12.6711, -13.6269], [5.2521, 21.2404, -7.2042], [-0.8088, 23.1925, -11.4105], [6.8592, 19.1850, -6.8200], [1.2654, 19.1323, -11.4022], [-2.9211, 21.2019, -11.9341], [9.3064, 16.1512, -11.6951], [8.9370, 19.7221, -17.8756], [1.9684, 19.0283, -13.5656], [17.1286, 14.4947, -13.2133], [21.2715, 13.3572, -13.9120], [9.8944, 20.8571, -18.1458], [3.7855, 20.4449, -5.7572], [2.1806, 18.5747, -12.1636], [-0.6898, 21.9963, -11.6203], [21.3009, 14.5769, -14.8978], [3.6293, 11.2316, -8.0594], [4.2002, 21.7299, -6.4993], [2.9093, 11.3868, -9.3440], [-1.7526, 20.9332, -11.8761], [17.0519, 13.6441, -14.5326], [0.4062, 19.9978, -12.2280], [19.2518, 14.2287, -14.0649], [9.0529, 18.8189, -18.4748], [3.3848, 10.2517, -7.6493], [10.0843, 16.2310, -12.3343], [9.5046, 21.2984, -19.0630], [9.7296, 16.3577, -10.8016], [3.0849, 20.5891, -4.9348], [7.9190, 20.1037, -17.9537], [4.4674, 22.5483, -5.8308], [3.5086, 12.0447, -7.3437], [8.4729, 16.6983, -11.8567], [8.9729, 15.2003, -11.6261], [2.7986, 12.4507, -9.5536], [3.3162, 19.6733, -6.3675], [10.9752, 20.7273, -18.0891], [3.4447, 22.1287, -7.1762], [1.9515, 10.8704, -9.4080]],
  "forces_ev_per_a": [[2.8, -0.3, -0.2], [-0.9, 1.5, -2.2], [3.7, -1.3, 0.1], [-2.5, 1.4, 2.4], [-3.2, -0.6, -0.5], [-3.0, -1.4, 2.2], [2.9, -0.5, 0.4], [-1.1, -0.3, -1.2], [1.3, 0.3, -0.7], [2.1, -0.8, 0.1], [-2.4, -2.6, -1.7], [0.7, -0.2, 0.4], [0.6, -2.1, 3.7], [-1.5, 0.3, 0.4], [0.5, -0.7, -1.5], [0.6, 1.4, 1.2], [-1.4, 0.8, 0.1], [-0.4, 0.7, -0.7], [-3.7, 2.8, -2.1], [-4.5, 2.6, -0.5], [-2.2, -1.1, 1.5], [0.5, -1.0, -2.5], [-2.2, 3.4, 0.3], [-2.7, -0.6, 0.9], [2.6, 1.0, 1.4], [-3.0, 1.7, -0.7], [3.8, -1.3, -1.2], [-0.3, -2.2, -0.3], [-2.3, 3.7, 1.7], [-0.2, -0.5, -0.3], [0.6, -1.2, 0.1], [0.2, -0.7, 0.9], [0.5, -0.1, -0.8], [2.1, -1.0, -3.7], [1.1, 0.1, 0.6], [6.6, -1.6, -0.7], [-0.5, -0.2, 1.3], [-2.8, 0.8, 0.1], [3.6, -2.7, 3.6], [2.1, 1.4, 0.5], [6.8, -1.6, -0.2], [1.2, -0.5, 0.2], [-2.5, -0.1, 1.2], [-1.7, 1.8, -1.0], [0.7, -0.4, -0.8], [-0.8, -0.3, -1.3], [-1.2, 1.1, 0.9], [-0.7, 0.0, -0.2], [0.1, 0.1, 0.0], [0.5, 0.0, 0.4], [-0.1, 0.2, -1.0], [0.5, 1.1, 0.5], [-0.2, 0.4, 0.8], [0.3, 0.3, 0.2], [0.0, 0.0, -0.2], [0.2, -0.1, 0.3], [-0.6, -0.2, -0.1], [0.0, 0.9, -0.4], [0.1, -0.8, -0.2], [-0.5, 0.1, 0.0], [0.0, 0.4, -0.7], [-0.1, -0.8, -0.9], [0.0, -0.4, -0.1], [0.1, 0.1, 0.2]]
}

***

No. 5
{
  "formula": "C28H33Cl2HfN9O7S2",
  "method": "ωB97M-V/def2-TZVPD",
  "mol_weight_g_mol": 921.16,
  "gap_ev": [6.9, 7.3],
  "homo_energy_ev": [-7.646, -7.646],
  "total_energy_ha": -3871.381985,
  "lumo_ev": [-0.720, -0.331],
  "species": ["Hf", "Cl", "Cl", "S", "S", "O", "O", "O", "O", "O", "O", "O", "N", "N", "N", "N", "N", "N", "N", "N", "N", "C", "C", "C", "C", "C", "C", "C", "C", "C", "C", "C", "C", "C", "C", "C", "C", "C", "C", "C", "C", "C", "C", "C", "C", "C", "C", "C", "C", "H", "H", "H", "H", "H", "H", "H", "H", "H", "H", "H", "H", "H", "H", "H", "H", "H", "H", "H", "H", "H", "H", "H", "H", "H", "H", "H", "H", "H", "H", "H", "H", "H"],
  "coordinates": [[-1.0236, -0.7948, -0.1444], [-3.3107, -1.3020, 4.6186], [-1.7990, 1.0517, 3.7996], [-1.2293, 0.9380, -2.4295], [1.3497, -2.4331, -0.2872], [-0.0121, -2.7924, 0.1623], [-2.8069, 2.9510, 0.7009], [2.0889, -3.4303, -0.9993], [-1.2928, -2.5939, 2.9810], [-2.7390, -1.7500, 0.3255], [-2.2613, 0.8230, 0.3883], [-0.5493, -0.7941, 1.8614], [-2.1580, 4.0429, -1.8890], [-1.0547, -1.6041, -3.3530], [0.3337, 1.2067, 0.4308], [2.2529, 0.7463, -1.8187], [-0.5154, 5.2872, -0.8249], [-0.3544, -0.0007, -4.7860], [-0.0605, 4.2390, -2.8362], [-1.5570, -1.9163, -2.0792], [1.0423, -1.0764, -1.0425], [3.0545, 1.3284, -2.7125], [2.2528, -2.0311, 1.1764], [-0.9158, 4.5110, -1.8258], [0.0126, 3.4682, 1.4287], [-1.9379, -3.1429, -2.0202], [3.9127, -0.7337, 2.3041], [-0.8849, -0.3430, -3.5620], [3.5973, 0.6694, -3.7967], [-3.6576, -3.7305, 1.2625], [-1.3607, -1.4367, 2.6729], [-3.8736, -5.0906, 1.1778], [-1.9752, 2.0482, 0.5675], [-2.9801, -3.0601, 0.2457], [3.5635, -1.3184, 3.5189], [2.5554, -2.2783, 3.5319], [3.2744, -0.6728, -3.9613], [4.2359, -0.9067, 4.8020], [2.4320, -1.2854, -3.0601], [1.8925, -2.6369, 2.3715], [1.9411, -0.5347, -1.9881], [-3.4479, -5.8225, 0.0672], [-2.8114, -5.1589, -0.9581], [-0.4934, 2.4110, 0.4464], [-0.7874, 4.7577, 1.6437], [3.2602, -1.0789, 1.1301], [-1.2676, 5.5409, 0.4124], [-2.5686, -3.7831, -0.8850], [-2.4645, -0.5310, 3.2664], [-0.3734, -0.7286, -5.4818], [5.1195, -0.2986, 4.6103], [0.9112, 4.4712, -2.7144], [2.2641, -2.7374, 4.4696], [-1.2029, 6.6111, 0.6071], [-0.1565, 5.4161, 2.2465], [1.0317, 3.7218, 1.1171], [4.2473, 1.1864, -4.4890], [-0.5247, 0.9359, -5.1050], [4.5397, -1.7778, 5.3839], [-0.4113, 2.7992, -0.5722], [0.1123, 2.9919, 2.4091], [3.6676, -1.2349, -4.7991], [3.5533, -0.3234, 5.4235], [-1.6737, 4.5383, 2.2364], [-3.6199, -6.8886, 0.0109], [0.4500, 5.5749, -0.8413], [2.1345, -2.3164, -3.1710], [-3.1986, -0.3236, 2.4927], [-2.3284, 3.2971, -2.5531], [3.5389, -0.6074, 0.1962], [4.7043, 0.0063, 2.2751], [-1.7955, -3.7413, -2.9177], [-4.3785, -5.5948, 1.9925], [-2.3099, 5.3150, 0.2199], [-2.6671, 3.9169, -1.0030], [-0.2297, 3.3768, -3.3379], [1.0713, -3.3409, 2.4001], [0.7107, 0.9970, 1.3506], [1.0937, 1.2933, -0.2462], [3.2859, 2.3736, -2.5320], [-2.4846, -5.6968, -1.8412], [-3.9831, -3.1689, 2.1289]],
  "forces_ev_per_a": [[-0.1, 2.0, -1.0], [0.1, 0.0, -0.2], [0.0, -0.2, -0.1], [0.2, -0.3, 0.0], [0.3, -0.3, 0.0], [0.3, -0.2, 0.0], [0.1, 0.1, -0.1], [0.0, 0.0, -0.2], [0.0, -0.3, 0.1], [-0.1, -0.8, 0.3], [-0.4, 0.2, 0.3], [-0.5, -0.3, 0.8], [-0.1, 0.0, 0.3], [-0.1, 0.1, 0.3], [-0.2, 0.1, -0.1], [0.1, 0.2, 0.0], [0.1, 0.1, 0.2], [0.1, 0.1, 0.1], [-0.1, 0.1, 0.1], [0.3, -0.5, -0.7], [0.6, -0.4, -0.2], [0.0, 0.0, 0.0], [-0.1, 0.1, 0.1], [-0.1, 0.0, -0.3], [0.0, 0.0, 0.0], [-0.4, -0.1, 0.2], [0.0, 0.0, 0.0], [0.0, 0.0, -0.1], [0.0, 0.0, 0.0], [-0.1, 0.0, 0.2], [0.5, 0.4, 0.5], [0.0, 0.0, 0.0], [-0.2, 0.2, -0.1], [0.0, 0.3, -0.2], [0.1, 0.0, 0.0], [0.0, 0.0, 0.0], [0.0, 0.0, 0.0], [0.0, 0.0, 0.0], [-0.1, -0.1, 0.0], [0.0, 0.0, 0.0], [-0.3, 0.0, 0.2], [0.0, 0.1, 0.0], [0.0, -0.1, 0.0], [0.1, 0.0, -0.1], [0.0, 0.0, 0.1], [0.0, -0.1, 0.0], [0.0, 0.0, -0.1], [0.2, 0.0, -0.3], [0.0, 0.1, 0.1], [0.0, 0.0, 0.0], [0.0, 0.0, 0.0], [0.0, 0.0, 0.0], [0.0, 0.0, 0.0], [0.0, 0.0, 0.0], [0.0, 0.0, 0.0], [0.0, 0.0, 0.0], [0.0, 0.0, 0.0], [0.0, 0.0, 0.0], [0.0, 0.0, 0.0], [0.0, -0.1, 0.2], [0.0, 0.0, 0.0], [0.0, 0.0, 0.0], [0.0, 0.0, 0.0], [0.0, 0.0, 0.0], [0.0, 0.0, 0.0], [0.0, 0.0, 0.0], [0.0, 0.0, 0.0], [0.0, 0.1, 0.0], [0.0, 0.0, 0.0], [0.0, 0.0, 0.0], [0.0, 0.0, 0.0], [-0.1, 0.0, 0.0], [0.0, 0.0, 0.0], [0.0, 0.0, 0.0], [0.2, 0.0, -0.2], [0.0, -0.2, 0.0], [0.0, 0.0, 0.0], [-0.1, -0.1, 0.0], [0.1, -0.1, 0.1], [0.0, 0.0, 0.0], [0.0, 0.0, 0.0], [0.0, 0.0, 0.0]]
}

***

No. 6
{
  "formula": "C4H3FO",
  "method": "ωB97M-V/def2-TZVPD",
  "smiles": "C#CC(=O)CF",
  "mol_weight_g_mol": 86.07,
  "gap_ev": 10.4,
  "homo_energy_ev": -10.817,
  "total_energy_ha": -329.208028,
  "lumo_ev": -0.429,
  "species": ["F", "O", "C", "C", "C", "C", "H", "H", "H"],
  "coordinates": [[-2.4243, 0.0750, -0.2187], [-0.8086, 1.7882, -0.0115], [-1.1681, -0.4828, 0.0636], [-0.2417, 0.6950, 0.0112], [1.1747, 0.3212, -0.1823], [2.4167, 0.1286, -0.1186], [-1.0440, -1.2361, -0.7042], [3.3371, -0.3221, 0.0608], [-1.2419, -0.9670, 1.0997]],
  "forces_ev_per_a": [[0.1, -0.9, 0.4], [2.8, -1.5, 0.3], [-2.1, -0.3, 1.2], [-1.1, 1.2, -1.0], [4.5, 0.5, 0.8], [-6.4, 0.6, -0.1], [0.7, -0.2, 0.0], [1.2, -0.2, -0.1], [0.4, 0.6, -1.4]]
}

***

No. 7
{
  "formula": "C12H18N2O2S",
  "method": "ωB97M-V/def2-TZVPD",
  "smiles": "Sc1cnc2ccccc2n1.CCO.CCO",
  "mol_weight_g_mol": 254.36,
  "gap_ev": 7.2,
  "homo_energy_ev": -8.501,
  "total_energy_ha": -1125.808481,
  "lumo_ev": -1.320,
  "species": ["S", "O", "O", "N", "N", "C", "C", "C", "C", "C", "C", "C", "C", "C", "C", "C", "C", "H", "H", "H", "H", "H", "H", "H", "H", "H", "H", "H", "H", "H", "H", "H", "H", "H", "H"],
  "coordinates": [[3.5310, -3.9397, -0.8479], [0.2094, 4.3898, 1.8901], [1.9175, 1.4163, -0.6659], [-0.2620, -1.7871, 0.2502], [0.7353, -4.6995, -1.0478], [1.1630, -2.1862, -0.0160], [0.6492, 2.0221, -0.4635], [0.6616, 5.7043, 2.1800], [-3.9361, -3.7929, -0.3799], [-1.8466, -5.4508, -1.2881], [-2.7994, -2.6720, 0.0285], [1.6743, -3.6010, -0.6366], [-3.4624, -5.2284, -1.0851], [-1.1631, -2.9091, -0.1811], [-0.3729, 1.4065, -1.3965], [-0.7038, -4.3255, -0.8340], [2.0812, 5.8844, 1.6835], [0.7422, 3.0983, -0.6383], [2.7526, 5.1621, 2.1593], [-3.1986, -1.6788, 0.5271], [0.3586, 1.8657, 0.5795], [-1.3575, 1.8595, -1.2499], [2.1703, 1.5681, -1.5927], [-0.0096, 6.4130, 1.6860], [2.1366, 5.7078, 0.6044], [2.4432, 6.8944, 1.8953], [-5.1020, -3.6723, -0.2209], [-1.4668, -6.4580, -1.7602], [-0.0747, 1.5415, -2.4413], [0.6001, 5.8665, 3.2605], [-4.2187, -6.0764, -1.4097], [-0.4506, 0.3280, -1.2244], [0.8070, 3.7683, 2.3402], [3.7894, -5.0333, 0.0342], [2.0023, -1.3856, 0.2611]],
  "forces_ev_per_a": [[-1.7, -0.4, 1.0], [-0.1, -0.4, 0.1], [0.5, -0.1, -0.2], [3.2, -6.1, -2.9], [-1.0, 5.8, 2.3], [-1.8, -0.9, -0.2], [-0.2, 0.1, -0.4], [0.3, -0.2, 0.1], [4.3, -0.3, -0.6], [-2.6, 2.2, 1.3], [-1.0, -3.4, -1.2], [-3.9, -0.8, 0.5], [4.6, 2.6, 1.0], [-1.5, -0.5, -0.2], [-0.2, -0.2, 0.0], [-0.4, 0.1, 0.1], [0.2, 0.2, -0.1], [-0.2, 0.0, 0.2], [0.0, 0.1, 0.1], [1.1, -2.3, -1.2], [0.2, 0.0, -0.1], [0.1, 0.0, -0.1], [-0.1, -0.1, 0.5], [0.0, -0.3, 0.0], [-0.1, 0.1, 0.1], [0.1, -0.1, 0.0], [2.8, 0.1, -0.2], [-0.7, 2.3, 1.1], [-0.1, 0.1, 0.0], [0.0, 0.2, 0.0], [1.8, 2.1, 0.8], [0.0, 0.2, 0.1], [-0.3, 0.3, -0.3], [-0.9, 1.4, -1.0], [-2.2, -1.9, -0.7]]
}